Density functional theory data (ωB97M-V/def2-TZVPD) for a 2-piece molecular cluster, C3H11N2 overall.

```
16
Properties=species:S:1:pos:R:3:nbo_charge:R:1
C -0.09731 2.33226 -1.66366 -0.433
C -0.72237 0.23409 -0.58077 0.127
N -0.59649 0.94504 -1.62206 -0.380
H -0.66719 2.87744 -2.40899 0.253
H 0.95537 2.30613 -1.93909 0.253
H -0.22456 2.78104 -0.68659 0.239
H -0.48185 0.68602 0.37461 0.228
H -1.08121 -0.78472 -0.67516 0.244
H -0.86221 0.52843 -2.51268 0.442
C 0.10118 -2.04541 2.14968 -0.417
N 1.23622 -1.38890 1.50185 -0.811
H -0.88391 -1.80531 1.71912 0.142
H 0.09078 -1.77806 3.20305 0.214
H 0.23953 -3.11845 2.08280 0.216
H 1.34760 -1.68297 0.53659 0.347
H 1.16578 -0.38013 1.52890 0.336
```

Calculated values
Gap between HOMO and LUMO, eV: 7.44
Net charge: +1
Maximum force, eV Å⁻¹: 0.46

Density functional theory data (ωB97M-V/def2-TZVPD) for a 2-piece molecular cluster, C3H11N2O overall in a non-equilibrium geometry.

```
17
Properties=species:S:1:pos:R:3:nbo_charge:R:1
C -0.73945 1.23644 -1.69768 -0.674
C -0.50300 0.14838 -0.69541 -0.237
C 0.74049 -0.52815 -0.69887 -0.147
N 1.87928 -0.10611 -1.37496 -0.838
N -1.02471 0.36506 0.67321 -0.785
H -0.57370 0.84688 -2.71303 0.227
H -1.78648 1.51190 -1.82663 0.218
H -0.04278 2.08256 -1.57450 0.168
H 0.84522 -1.50197 -0.22592 0.176
H 1.87537 0.69688 -1.95694 0.376
H 2.63044 -0.75508 -1.50517 0.378
H -1.13359 1.37880 0.89047 0.342
H -1.86874 -0.11551 0.98284 0.404
H -0.32663 0.00230 1.35345 0.410
H -0.39942 -2.41314 3.24200 0.476
H 0.51854 -1.36483 3.92109 0.475
O -0.09083 -1.48439 3.20604 -0.970
```

Calculated values
Gap between HOMO and LUMO (spin up / spin down), eV: 4.17 / 6.95
Net charge: 0
Maximum force, eV Å⁻¹: 1.92
Spin multiplicity: 2

Density functional theory data (ωB97M-V/def2-TZVPD) for a 2-piece molecular cluster, C3H11N2O overall in a non-equilibrium geometry.

```
17
Properties=species:S:1:pos:R:3:nbo_charge:R:1
C -2.05976 0.12313 0.79597 -0.616
C -1.19198 -0.80119 1.69089 -0.199
N 1.76031 -1.82001 -0.31208 -0.859
C 0.97164 -1.09283 0.59358 0.023
N -0.27142 -1.59859 0.95182 -0.646
H -1.39797 0.57142 0.06749 0.213
H -2.75533 -0.50779 0.25350 0.195
H -2.64134 0.79852 1.40168 0.202
H -0.65376 -0.16201 2.39206 0.175
H -1.86622 -1.42540 2.26126 0.188
H 1.36348 -2.63391 -0.73578 0.376
H 2.74451 -1.64420 -0.36078 0.391
H 1.27774 -0.11502 0.91118 0.174
H -0.54380 -2.54663 0.78633 0.383
H 2.01645 4.88961 -3.10106 0.471
H 1.57451 3.96575 -4.27619 0.470
O 1.67294 3.99915 -3.31986 -0.941
```

Calculated values
Gap between HOMO and LUMO (spin up / spin down), eV: 5.66 / 9.63
Net charge: 0
Maximum force, eV Å⁻¹: 1.44
Spin multiplicity: 2

Density functional theory data (ωB97M-V/def2-TZVPD) for a 2-piece molecular cluster, C3H11N2O overall in a non-equilibrium geometry.

```
17
Properties=species:S:1:pos:R:3:nbo_charge:R:1
C -1.29383 0.38334 1.92801 -0.688
C -0.12973 0.88727 1.14772 0.407
O 0.09138 0.56768 -0.07099 -0.996
N 0.76081 1.78343 1.75148 -0.883
H -1.30078 0.64426 2.99457 0.199
H -1.43699 -0.70328 1.96994 0.191
H 1.31566 2.39831 1.15975 0.364
H 0.55614 2.07542 2.68709 0.368
H -2.19765 0.87957 1.53782 0.176
C 0.08338 -1.70832 -1.71286 -0.431
N 0.86374 -0.49458 -2.05549 -0.692
H 1.44761 -0.68734 -2.85942 0.395
H 0.26091 0.32481 -2.21158 0.439
H 1.35582 -0.26779 -1.16477 0.472
H -0.72636 -1.37136 -1.07779 0.274
H 0.72268 -2.53934 -1.42382 0.212
H -0.37279 -2.17208 -2.59967 0.194
```

Calculated values
Gap between HOMO and LUMO (spin up / spin down), eV: 2.73 / 8.36
Net charge: 0
Maximum force, eV Å⁻¹: 1.92
Spin multiplicity: 2

Density functional theory data (ωB97M-V/def2-TZVPD) for a 2-piece molecular cluster, C3H11N2O overall in a non-equilibrium geometry.

```
17
Properties=species:S:1:pos:R:3:nbo_charge:R:1
C 0.25469 -0.19855 -2.52473 -0.677
C 0.40263 0.40319 -1.16364 0.220
C 0.42423 -0.47061 -0.10628 -0.226
N 0.05885 0.14928 1.24040 -0.736
N 0.50250 1.75535 -0.93358 -0.815
H 1.17032 -0.79329 -2.69996 0.259
H -0.59422 -0.98602 -2.76684 0.270
H 0.07752 0.67465 -3.31267 0.246
H 0.42888 -1.60684 -0.11258 0.239
H 1.05735 0.21976 1.77491 0.436
H -0.16051 1.05539 0.90748 0.427
H -0.55879 -0.61118 1.66541 0.501
H 0.59287 2.23630 -0.07826 0.381
H 0.86644 2.38116 -1.62481 0.421
H -2.02650 -1.72740 2.75086 0.500
H -1.20152 -1.29418 3.96903 0.517
O -1.29472 -1.18702 3.01525 -0.964
```

Calculated values
Gap between HOMO and LUMO, eV: 9.39
Net charge: +1
Maximum force, eV Å⁻¹: 6.34

Density functional theory data (ωB97M-V/def2-TZVPD) for a 2-piece molecular cluster, C3H11N2O overall in a non-equilibrium geometry.

```
17
Properties=species:S:1:pos:R:3:nbo_charge:R:1
C -0.71677 2.45654 -0.14370 -0.742
C -0.32699 1.15106 -0.73135 0.710
O 0.56908 0.43362 -0.22410 -0.728
N -0.82259 0.81364 -1.91792 -0.759
H -0.50907 3.28071 -0.81581 0.258
H -0.03627 2.69467 0.68196 0.253
H -0.41597 -0.00874 -2.33516 0.415
H -1.38426 1.44064 -2.46776 0.419
H -1.72252 2.55088 0.26705 0.260
C 0.44026 -2.84698 1.07685 -0.422
N 0.81622 -1.44750 1.46722 -0.703
H 0.41863 -0.73221 0.75848 0.478
H 0.36150 -1.13842 2.31922 0.426
H 1.82002 -1.32978 1.55630 0.438
H -0.23866 -3.25598 1.81960 0.230
H 1.29196 -3.50608 1.02378 0.241
H -0.14169 -2.77223 0.19704 0.225
```

Calculated values
Gap between HOMO and LUMO, eV: 11.46
Net charge: +1
Maximum force, eV Å⁻¹: 1.66